# 1
# C5H10N

2 unconnected molecules or ions with the total composition C5H10N at a distorted geometry (ωB97M-V/def2-TZVPD, OMol25).

XYZ file:
```
16
Properties=species:S:1:pos:R:3:forces:R:3
C -1.84294 1.19547 0.73335 2.1 -1.9 2.2
C -0.98400 -0.13302 -1.39316 -1.4 0.1 -0.2
C -0.39057 -0.66085 -0.14897 0.2 0.4 -0.9
C 0.04439 -1.80465 0.68165 -2.0 1.5 0.0
C 2.00136 1.03341 -0.21290 -3.9 2.6 -0.3
N -1.15755 0.41660 -0.01010 -0.4 -1.5 -0.8
H -1.67059 1.14121 1.78723 0.0 0.0 0.5
H -2.47820 1.86714 0.36830 -2.4 2.6 -1.8
H -0.51317 0.64051 -1.95981 0.8 -0.2 -0.7
H -1.87147 -0.59846 -1.92922 1.0 0.4 1.1
H 1.01990 -1.95597 0.39556 2.5 -0.7 -0.5
H -0.51810 -2.76010 0.41702 0.3 1.3 1.1
H 0.08167 -1.25573 1.65771 -0.4 -1.8 0.0
H 1.86361 1.19028 0.83327 0.6 -0.4 0.6
H 1.32675 1.75557 -0.78252 1.2 -1.1 0.5
H 2.71535 0.51816 -0.73615 1.7 -1.2 -0.7
```
Positions in Å, forces in eV/Å.

Calculated values
Charge: +1
Kohn-Sham gap (alpha / beta) in Ha: 0.33440 / 0.25579
Energy relative to the best compared isomer or geometry (same formula, charge and spin) in kJ/mol: 600.7
HOMO (alpha / beta) in eV: -13.45 / -13.00
LUMO level (alpha / beta) in eV: -4.35 / -6.04
E in eV: -6823.976


# 2
# C25H34N2O5S

A single C25H34N2O5S molecule at a distorted geometry (ωB97M-V/def2-TZVPD, OMol25).

XYZ file:
```
67
Properties=species:S:1:pos:R:3:forces:R:3
C -8.25965 -4.34621 -4.81943 -0.2 -0.2 0.1
C -7.59276 -4.75198 -3.52625 -0.2 0.0 -0.2
O -8.04532 -5.63782 -2.83336 0.0 0.0 0.0
C -6.36387 -4.02039 -3.14216 0.4 0.0 0.4
C -5.80466 -2.98939 -3.90088 -0.1 -0.2 0.1
C -4.66020 -2.35383 -3.47826 0.3 0.1 0.2
C -4.03423 -2.72526 -2.28408 -0.3 0.0 -0.3
O -2.91470 -2.03084 -1.96635 0.0 0.1 -0.1
C -2.23649 -2.33086 -0.75945 0.5 0.0 0.4
C -1.04304 -1.36957 -0.66256 -0.8 0.0 0.1
O -0.11871 -1.64300 -1.68613 0.3 -0.1 -0.4
C -1.52406 0.10263 -0.68974 0.1 -0.2 0.0
N -0.68946 1.06271 -0.00291 0.0 0.1 0.0
C -0.74194 0.96522 1.44626 0.0 0.2 0.1
C -0.05164 2.19130 2.04378 -0.4 -0.3 0.5
N 1.31962 2.29941 1.59341 0.9 -0.6 0.5
S 2.39429 1.27222 2.39678 -0.3 0.2 -0.1
O 2.11350 1.38336 3.80135 0.0 0.1 0.1
O 2.30953 -0.06493 1.86590 0.1 0.2 -0.2
C 3.95575 2.10160 2.00001 -0.4 -0.2 0.0
C 5.01159 1.45736 1.35600 0.1 -0.1 -0.1
C 5.02471 0.00045 1.01197 -0.1 -0.2 0.0
C 6.14578 2.20978 1.01743 -0.1 0.1 0.1
C 7.31349 1.56884 0.33182 -0.1 0.0 0.0
C 6.18194 3.56039 1.31311 -0.2 -0.2 0.0
C 5.14090 4.19516 1.97040 -0.1 -0.2 0.0
C 5.24112 5.66150 2.26724 0.0 -0.1 0.0
C 4.01408 3.45511 2.34211 0.1 0.3 0.1
C 2.91860 4.14776 3.09135 0.0 0.2 0.1
C 1.42628 2.25705 0.15156 0.1 -0.2 -0.6
C 0.69231 1.06270 -0.46094 0.1 0.2 0.0
C -4.58295 -3.75313 -1.52125 0.3 0.1 0.1
C -5.73106 -4.38392 -1.95367 -0.2 0.0 -0.3
H -7.57530 -4.48530 -5.65334 0.1 0.1 -0.1
H -9.14271 -4.96117 -4.97302 0.0 0.0 0.0
H -8.55329 -3.29973 -4.77755 0.0 0.1 -0.1
H -6.26087 -2.67605 -4.82645 -0.1 0.0 -0.1
H -4.22227 -1.55514 -4.05663 0.0 0.1 -0.1
H -2.90041 -2.19827 0.10323 0.0 0.0 -0.1
H -1.86864 -3.36500 -0.77914 -0.1 0.1 0.0
H -0.51250 -1.57109 0.27304 -0.1 0.0 0.0
H -0.58956 -1.58498 -2.52700 0.0 0.0 0.0
H -1.59716 0.41750 -1.73609 -0.1 -0.1 0.0
H -2.52227 0.16454 -0.25034 0.0 0.0 0.0
H -1.78869 0.94553 1.75901 0.0 0.0 0.0
H -0.23558 0.06492 1.82879 -0.1 0.0 0.0
H -0.02894 2.12613 3.13177 -0.2 0.1 0.0
H -0.57746 3.10096 1.73745 0.1 0.0 0.0
H 5.85862 -0.48682 1.51633 0.1 -0.1 0.0
H 5.16737 -0.12895 -0.06065 0.0 -0.1 -0.1
H 4.10724 -0.49171 1.30227 0.2 -0.1 -0.1
H 8.09506 2.30113 0.14724 0.1 0.0 0.0
H 7.72750 0.76843 0.94331 0.1 -0.1 0.0
H 7.01408 1.13488 -0.62127 0.1 -0.1 -0.1
H 7.05266 4.13584 1.03075 0.1 0.1 0.0
H 5.32778 5.83343 3.33985 0.0 0.1 0.1
H 4.35869 6.18986 1.91190 0.0 0.1 0.0
H 6.11825 6.08543 1.78501 0.0 0.1 0.0
H 2.32826 3.43968 3.65763 0.0 0.3 0.1
H 2.26053 4.67133 2.39917 -0.1 0.1 0.0
H 3.34049 4.87705 3.77867 0.0 0.1 0.0
H 2.48763 2.21879 -0.10101 0.0 0.1 -0.2
H 0.99907 3.18896 -0.23361 0.1 0.0 0.0
H 0.69521 1.15244 -1.54933 0.1 0.0 0.0
H 1.21850 0.14016 -0.18166 -0.1 0.1 -0.2
H -4.12316 -4.06567 -0.59727 0.1 0.0 0.1
H -6.16534 -5.18232 -1.37053 0.0 -0.1 0.0
```
Positions in Å, forces in eV/Å.

Calculated values
Kohn-Sham gap in Ha: 0.32769
Structure (SMILES): CC(=O)c1ccc(OC[C@@H](O)CN2CCN(S(=O)(=O)c3c(C)c(C)cc(C)c3C)CC2)cc1
Energy relative to the best compared isomer or geometry (same formula, charge and spin) in kJ/mol: 52.6
HOMO in eV: -8.42
LUMO level in eV: 0.50
E in eV: -50529.144


# 3
# C56H64N4O2PSe2Ti

A molecular structure, C56H64N4O2PSe2Ti (ωB97M-V/def2-TZVPD, OMol25).

XYZ file:
```
130
Properties=species:S:1:pos:R:3:forces:R:3
Ti 0.25807 -0.21705 -1.60374 0.1 -0.4 0.4
C -4.20136 -3.52458 3.71880 0.0 0.0 0.0
C -3.19745 -2.37509 3.61774 0.0 0.0 0.0
C -3.86808 -1.09445 4.13304 0.0 0.0 0.0
C -1.99798 -2.71402 4.51484 0.0 0.0 0.1
C -2.71192 -2.14974 2.18728 0.0 0.0 0.0
C -1.73569 -1.17959 1.95324 0.0 0.1 -0.1
C -1.28164 -0.97469 0.66991 0.0 -0.3 0.0
N -0.34007 -0.02191 0.23202 0.0 0.2 -0.1
C -0.52441 1.34032 0.56090 -0.1 0.1 0.0
C -0.59416 1.91060 1.82004 -0.1 0.0 0.0
C -0.82979 3.27741 1.94770 0.0 0.0 -0.1
C -0.98428 4.03901 0.78884 0.1 0.0 0.1
C -0.90295 3.51133 -0.50217 0.0 -0.1 0.1
C -0.65741 2.14148 -0.58271 -0.1 0.0 -0.1
O -0.53593 1.45722 -1.74996 0.1 -0.1 -0.1
C -1.12593 4.35737 -1.75533 0.0 0.1 0.0
C -2.35871 3.82929 -2.50318 0.0 0.0 0.0
C 0.09990 4.30425 -2.67729 0.0 0.0 0.0
C -1.38126 5.82593 -1.40737 0.0 0.0 0.0
C -0.92702 3.87999 3.34981 0.0 0.0 0.0
C 0.38568 3.62929 4.10487 0.0 0.0 0.0
C -2.08192 3.20797 4.10572 0.0 0.0 0.0
C -1.18148 5.38718 3.32480 0.0 0.0 0.0
C -1.75273 -1.75901 -0.40245 -0.3 0.3 0.1
O -1.18626 -1.42463 -1.58568 0.0 0.2 -0.2
C -2.77231 -2.68801 -0.21836 0.3 -0.1 0.0
C -3.20924 -2.85809 1.10307 0.0 0.0 0.0
C -3.42814 -3.54938 -1.30320 0.0 0.0 0.0
C -2.89820 -3.30753 -2.71885 0.0 0.0 0.0
C -3.21662 -5.03588 -0.97904 0.0 0.0 0.0
C -4.93509 -3.25023 -1.31974 0.0 0.0 0.0
H -4.48978 -3.66631 4.76080 0.0 0.0 0.0
H -5.11089 -3.32037 3.15118 0.0 0.0 0.0
H -3.77420 -4.46262 3.35874 0.0 0.0 0.0
H -4.19806 -1.22919 5.16474 0.0 0.0 0.0
H -3.17920 -0.24819 4.10894 0.0 0.0 0.0
H -4.73643 -0.83738 3.52448 0.0 0.0 0.0
H -2.33806 -2.91145 5.53323 0.0 0.0 0.0
H -1.47523 -3.59962 4.14858 -0.1 0.0 0.0
H -1.27864 -1.89493 4.56193 0.0 0.0 0.0
H -1.34341 -0.59414 2.77127 0.0 0.0 0.0
H -0.46438 1.29533 2.69989 0.0 0.0 0.0
H -1.17167 5.09532 0.89364 0.0 0.0 0.0
H -2.21238 2.80122 -2.82997 0.0 0.0 0.0
H -3.24278 3.86740 -1.86458 0.0 0.0 0.0
H -2.54961 4.44585 -3.38393 0.0 0.0 0.0
H 0.31445 3.28837 -3.00529 0.0 0.0 0.0
H -0.08127 4.92010 -3.56073 0.0 0.0 0.0
H 0.97984 4.70361 -2.16875 0.0 0.0 0.0
H -2.27722 5.95265 -0.79792 0.0 0.0 0.0
H -0.53671 6.26995 -0.87701 0.0 0.0 0.0
H -1.52843 6.39035 -2.32896 0.0 0.0 0.0
H 0.59146 2.56240 4.21375 0.0 0.0 0.0
H 1.22445 4.09008 3.57818 0.0 0.0 0.0
H 0.33439 4.05920 5.10662 0.0 0.0 0.0
H -1.92214 2.13355 4.20838 0.0 0.0 0.0
H -2.17199 3.62838 5.10895 0.0 0.0 0.0
H -3.02825 3.35810 3.58404 0.0 0.0 0.0
H -0.38267 5.92513 2.81115 0.0 0.0 0.0
H -2.12779 5.63022 2.83875 0.0 0.0 0.0
H -1.23076 5.76331 4.34729 0.0 0.0 0.0
H -3.98515 -3.58889 1.27695 0.0 0.0 0.0
H -1.83601 -3.54251 -2.80814 0.0 0.0 0.0
H -3.44206 -3.95443 -3.41038 0.0 0.0 0.0
H -3.03954 -2.27493 -3.03018 0.0 0.0 0.0
H -2.15342 -5.28766 -0.97427 0.0 0.0 0.0
H -3.63017 -5.30682 -0.00814 0.0 0.0 0.0
H -3.70299 -5.65494 -1.73510 0.0 0.0 0.0
H -5.11684 -2.19395 -1.52600 0.0 0.0 0.0
H -5.42621 -3.84132 -2.09521 0.0 0.0 0.0
H -5.40748 -3.49047 -0.36762 0.0 0.0 0.0
N 1.07809 -2.73873 -1.24474 -0.1 0.1 -0.1
C 1.15972 -3.00319 0.15687 0.1 0.1 0.1
C 0.36270 -3.94480 0.78966 0.0 0.0 0.0
C 0.44313 -4.08820 2.16561 0.0 0.0 0.0
C 1.32749 -3.31382 2.90567 0.0 0.0 0.0
C 2.12637 -2.37530 2.27091 0.0 0.0 0.0
C 2.03724 -2.20506 0.89316 0.0 -0.1 -0.1
P 2.75795 -0.85005 -0.05402 -0.1 0.2 0.0
C 3.63351 0.16879 1.17809 0.0 0.0 0.0
C 5.01164 0.10661 1.37503 -0.1 0.0 0.0
C 5.62248 0.93160 2.30938 0.0 0.0 0.0
C 4.86548 1.82139 3.05664 0.0 0.0 0.0
C 3.49072 1.88361 2.87283 0.0 0.0 0.0
C 2.87848 1.06395 1.93791 0.0 0.0 0.0
C 4.09337 -1.57133 -1.06038 0.0 -0.1 0.0
C 4.85706 -0.71705 -1.85751 0.0 0.0 0.0
C 5.79039 -1.22716 -2.74439 0.0 0.0 0.0
C 5.97235 -2.60121 -2.85181 0.0 0.0 0.0
C 5.23707 -3.45681 -2.04623 0.0 0.0 0.0
C 4.30500 -2.94475 -1.15128 0.0 0.0 0.0
H 0.28075 -3.21270 -1.65587 0.1 0.0 -0.1
H 1.93012 -3.00142 -1.73306 0.0 -0.1 0.0
H -0.33110 -4.54390 0.21277 0.0 0.0 0.0
H -0.18664 -4.81426 2.66278 0.0 0.0 0.0
H 1.38667 -3.43550 3.97878 0.0 0.0 0.0
H 2.80319 -1.75789 2.84758 0.0 0.0 0.0
H 5.61379 -0.58768 0.80593 0.0 0.0 0.0
H 6.69308 0.87379 2.45496 0.0 0.0 0.0
H 5.34445 2.46404 3.78340 0.0 0.0 0.0
H 2.89278 2.57188 3.45624 0.0 0.0 0.0
H 1.80364 1.12206 1.79753 0.1 0.0 0.0
H 4.73704 0.35732 -1.77149 0.0 0.0 0.0
H 6.37722 -0.55218 -3.35382 0.0 0.0 0.0
H 6.69393 -2.99981 -3.55191 0.0 0.0 0.0
H 5.39306 -4.52596 -2.10323 0.0 0.0 0.0
H 3.75376 -3.62254 -0.50787 0.0 0.0 0.0
Se 2.22458 -1.46695 -4.15276 0.0 -0.2 0.1
Se 2.81520 0.59636 -4.97183 0.0 0.0 0.0
C 2.87605 1.63807 -3.35764 0.1 0.1 -0.1
C 3.74498 2.72293 -3.44521 0.0 0.0 0.1
C 3.90544 3.54335 -2.34617 -0.1 0.0 0.1
C 3.19454 3.24222 -1.19276 0.0 0.0 -0.1
C 2.34911 2.15331 -1.21202 0.0 0.0 0.1
N 2.17038 1.34826 -2.27352 0.0 0.0 -0.1
C 0.35364 -1.29492 -4.57424 0.1 0.1 -0.2
C -0.18840 -1.88553 -5.70256 0.0 0.0 0.0
C -1.48945 -1.55470 -6.04745 -0.1 0.1 0.0
C -2.18530 -0.64181 -5.26904 0.0 0.0 0.0
C -1.57978 -0.13834 -4.13184 0.0 0.0 0.0
N -0.33319 -0.47146 -3.78572 0.0 0.1 0.0
H 4.30701 2.89621 -4.35354 0.0 0.0 0.0
H 4.57675 4.39053 -2.38694 0.0 0.0 0.0
H 3.28274 3.82950 -0.29005 0.0 0.0 0.0
H 1.78420 1.91321 -0.32106 0.0 0.0 -0.1
H 0.40278 -2.55594 -6.30898 0.0 0.0 0.0
H -1.94412 -1.98823 -6.92814 0.0 0.0 0.0
H -3.19096 -0.33855 -5.52084 0.0 0.0 0.0
H -2.09057 0.53365 -3.45465 0.0 0.0 0.0
```
Positions in Å, forces in eV/Å.

Calculated values
Charge: +1
Kohn-Sham gap in Ha: 0.24938
Energy relative to the best compared isomer or geometry (same formula, charge and spin) in kJ/mol: 8.9
HOMO in eV: -9.79
LUMO level in eV: -3.01
E in eV: -232263.589